DFT (ωB97M-V/def2-TZVPD) results for a molecular structure, C39H61BBaI2N9S4Si in a non-equilibrium geometry.

The net charge is -1. For the max |F|, the calculation gives 10.37 eV/Å. The energy above the lowest of the compared OMol25 structures with the same formula, charge and spin comes out at 179.4 kcal per mole. The HOMO-LUMO gap is 4.654 eV. For the highest occupied orbital energy, the calculation gives -3.00 eV.

Each line ends with the Mulliken charge.
Positions of all 118 atoms, in Å:
Ba1 -1.510 -0.392 -0.500  3.503
C1 -5.536 0.945 2.140  -2.095
C2 -4.017 0.917 2.225  1.818
C3 -3.400 -0.037 1.118  0.652
C4 -3.567 0.544 3.644  -1.359
N1 -3.436 2.308 1.885  0.745
C5 -4.000 3.574 1.966  -0.836
C6 -3.099 4.432 1.445  -0.943
N2 -1.969 3.725 1.027  1.031
B1 -1.122 4.424 -0.163  -0.153
N3 -1.767 4.183 -1.596  0.397
C7 -1.334 5.015 -2.623  -1.290
C8 -1.656 4.442 -3.785  -0.305
N4 -2.303 3.238 -3.498  0.385
C9 -2.352 3.098 -2.166  0.536
S1 -3.011 1.834 -1.193  -0.209
C10 -2.488 2.202 -4.577  1.622
C11 -2.933 2.919 -5.852  -2.008
C12 -3.543 1.153 -4.223  -1.731
C13 -1.138 1.528 -4.792  -1.048
N5 0.434 4.132 -0.257  1.170
C14 1.409 5.103 -0.059  -1.387
C15 2.604 4.523 -0.234  -0.434
N6 2.377 3.181 -0.550  1.058
C16 1.056 2.967 -0.565  -1.788
S2 0.115 1.592 -0.929  -0.106
C17 3.530 2.240 -0.790  1.956
C18 4.244 2.693 -2.060  -1.860
C19 3.110 0.782 -0.938  -2.702
C20 4.471 2.338 0.410  -1.522
C21 -2.248 2.442 1.275  -0.560
S3 -1.056 1.102 1.486  0.851
H1 -5.907 -0.077 2.202  0.482
H2 -5.854 1.370 1.186  0.479
H3 -5.973 1.530 2.953  0.410
H4 -2.830 -0.858 1.596  -0.374
H5 -2.720 0.605 0.574  -4.687
H6 -4.157 -0.391 0.415  0.457
H7 -4.101 -0.349 3.978  0.467
H8 -3.753 1.369 4.334  0.295
H9 -2.508 0.316 3.662  -0.013
H10 -4.988 3.748 2.358  0.523
H11 -3.155 5.499 1.313  0.578
H12 -1.223 5.603 0.061  -0.300
H13 -0.831 5.945 -2.416  0.551
H14 -1.472 4.782 -4.788  0.426
H15 -3.813 3.541 -5.669  0.433
H16 -3.194 2.163 -6.592  0.474
H17 -2.146 3.540 -6.284  0.439
H18 -4.430 1.606 -3.777  0.385
H19 -3.160 0.379 -3.571  0.240
H20 -3.844 0.660 -5.151  0.515
H21 -0.399 2.245 -5.165  0.292
H22 -1.237 0.701 -5.496  0.472
H23 -0.774 1.081 -3.866  -0.169
H24 1.155 6.121 0.183  0.582
H25 3.590 4.943 -0.160  0.550
H26 3.573 2.623 -2.917  0.363
H27 5.104 2.044 -2.241  0.440
H28 4.602 3.722 -1.975  0.372
H29 2.520 0.591 -1.828  0.400
H30 2.544 0.428 -0.079  0.223
H31 4.024 0.180 -1.005  0.879
H32 4.921 3.328 0.510  0.429
H33 3.936 2.101 1.331  0.005
H34 5.277 1.612 0.290  0.495
C22 2.065 -5.467 1.900  -0.306
C23 0.731 -5.815 2.553  -0.993
N7 -0.103 -4.639 2.780  0.014
C24 -1.226 -4.251 2.147  0.144
S4 -2.190 -3.024 2.871  -0.416
N8 -1.654 -4.892 1.045  -0.025
C25 -0.860 -5.298 -0.146  0.841
C26 -1.676 -6.273 -0.977  -1.437
H35 2.629 -6.372 1.650  0.370
H36 2.675 -4.862 2.577  0.369
H37 1.896 -4.889 0.991  -0.268
H38 0.901 -6.286 3.523  0.404
H39 0.169 -6.516 1.945  0.374
H40 0.102 -4.070 3.583  0.263
H41 -2.547 -4.513 0.738  0.174
H42 0.075 -5.753 0.152  -0.027
H43 -0.651 -4.401 -0.724  -0.469
H44 -1.897 -7.191 -0.423  0.411
H45 -1.116 -6.524 -1.884  0.357
H46 -2.607 -5.798 -1.297  0.224
C27 2.614 1.446 4.218  -1.133
Si1 1.100 0.629 3.481  0.447
C28 -0.003 0.136 4.897  -1.184
C29 1.493 -0.833 2.419  0.705
C30 0.300 1.992 2.386  0.254
H47 3.240 0.718 4.748  0.321
H48 2.317 2.218 4.935  0.340
H49 3.235 1.925 3.456  0.241
H50 0.643 -0.145 5.741  0.367
H51 -0.619 -0.736 4.650  0.211
H52 -0.651 0.946 5.244  0.383
H53 0.901 -0.994 1.484  -1.008
H54 1.368 -1.759 2.991  0.454
H55 2.541 -0.796 2.091  -0.026
H56 1.026 2.428 1.713  -0.750
H57 -0.160 2.783 2.972  0.718
N9 7.310 -5.846 -2.102  -0.599
C31 6.346 -5.254 -1.881  -0.048
C32 5.141 -4.503 -1.569  0.564
C33 5.082 -3.757 -0.392  -0.785
C34 3.915 -3.100 -0.047  0.387
C35 2.775 -3.172 -0.862  0.076
C36 2.871 -3.882 -2.076  -0.214
C37 4.035 -4.541 -2.417  -0.633
C38 1.532 -2.604 -0.482  0.542
C39 0.363 -2.258 -0.288  -1.853
H58 5.951 -3.714 0.251  0.454
H59 3.865 -2.532 0.875  0.499
H60 2.001 -3.885 -2.724  0.462
H61 4.096 -5.101 -3.345  0.448
I1 -3.307 -2.826 -1.284  -0.590
I2 -0.679 -1.993 -3.323  -0.553

---

DFT (ωB97M-V/def2-TZVPD) results for 4 unconnected molecules or ions with the total composition C39H61Cl2N8O4S2 in a non-equilibrium geometry.

The net charge is +1. For the max |F|, the calculation gives 3.68 eV/Å. The HOMO-LUMO gap is 5.364 eV. For the highest occupied orbital energy, the calculation gives -9.64 eV.

Each line ends with the Mulliken charge.
Positions of all 116 atoms, in Å:
C1 -2.878 -2.317 -0.270  -0.763
C2 -2.095 -1.261 -0.703  -0.015
N1 -2.388 -0.694 -2.022  0.242
Cl1 -2.838 -1.838 -3.234  0.013
C3 -2.359 0.600 -2.276  -0.908
N2 -2.700 0.995 -3.603  0.700
C4 -3.808 1.970 -3.695  -0.833
C5 -3.445 3.474 -3.427  -0.135
N3 -2.924 4.269 -4.289  -0.569
C6 -1.531 1.288 -4.473  -0.803
C7 -1.714 0.778 -5.976  -0.893
C8 -1.500 -0.792 -6.106  -0.562
C9 -0.563 -1.209 -7.311  -0.870
C10 -1.439 -1.608 -8.586  -0.939
C11 -1.641 -3.168 -8.735  0.421
C12 -1.791 -3.599 -10.261  -1.273
N4 -1.984 1.424 -1.168  1.030
C13 -0.871 2.358 -1.476  -0.379
C14 0.006 2.758 -0.209  -0.906
C15 -0.605 4.050 0.463  -0.417
S1 0.668 5.089 1.323  -0.152
C16 0.560 4.689 3.120  0.163
S2 -0.939 4.417 3.766  -0.150
N5 1.816 4.609 3.846  0.282
C17 2.099 5.814 4.621  0.189
C18 3.499 6.003 5.090  -0.323
C19 3.846 7.164 5.905  -0.447
C20 2.852 8.192 6.296  -0.434
C21 1.490 8.033 5.806  -0.707
C22 1.140 6.852 4.979  0.145
C23 1.851 3.456 4.751  0.045
C24 1.251 3.404 6.084  -0.013
C25 1.389 2.189 6.914  -0.681
C26 2.111 0.989 6.465  -0.379
C27 2.716 1.047 5.126  -0.513
C28 2.579 2.250 4.296  -0.442
C29 -3.126 2.053 -0.481  -0.507
C30 -3.133 1.533 1.027  -0.040
O1 -2.119 1.205 1.560  -0.331
Cl2 -4.648 1.373 1.998  -0.170
H1 -3.097 -3.221 -0.889  0.239
H2 -3.318 -2.308 0.764  0.262
H3 -1.299 -0.854 -0.035  0.439
H4 -4.603 1.636 -2.963  0.441
H5 -4.282 1.897 -4.710  0.434
H6 -3.681 3.945 -2.428  0.391
H7 -2.780 3.729 -5.162  0.341
H8 -1.173 2.351 -4.464  0.420
H9 -0.668 0.671 -4.076  0.582
H10 -0.854 1.254 -6.540  0.421
H11 -2.655 1.156 -6.451  0.301
H12 -2.524 -1.248 -6.219  0.230
H13 -0.984 -1.160 -5.169  0.331
H14 -0.014 -2.152 -7.010  0.374
H15 0.237 -0.456 -7.548  0.449
H16 -0.976 -1.215 -9.539  0.471
H17 -2.459 -1.155 -8.402  0.339
H18 -2.567 -3.544 -8.199  -0.288
H19 -0.774 -3.767 -8.327  0.365
H20 -2.539 -4.414 -10.435  0.300
H21 -2.141 -2.693 -10.826  0.336
H22 -0.815 -3.926 -10.718  0.321
H23 -1.172 3.319 -1.973  0.286
H24 -0.175 1.812 -2.179  0.328
H25 0.181 1.910 0.498  0.243
H26 1.020 3.056 -0.610  0.514
H27 -0.996 4.717 -0.364  0.340
H28 -1.461 3.790 1.151  -0.006
H29 4.253 5.229 4.794  0.352
H30 4.894 7.287 6.263  0.332
H31 3.149 9.053 6.948  0.349
H32 0.726 8.795 6.091  0.328
H33 0.082 6.798 4.637  0.226
H34 0.690 4.282 6.499  0.391
H35 0.960 2.154 7.947  0.297
H36 2.251 0.054 7.075  0.395
H37 3.302 0.180 4.746  0.416
H38 3.085 2.209 3.294  0.329
H39 -4.132 1.764 -0.906  0.482
H40 -3.055 3.176 -0.439  0.316
C31 3.751 -1.453 9.970  -1.509
C32 4.387 -1.716 8.628  0.912
O2 3.723 -1.774 7.595  -0.681
N6 5.727 -1.890 8.584  -0.025
C33 6.673 -1.859 9.680  -0.977
H41 2.677 -1.336 9.841  0.299
H42 3.929 -2.293 10.643  0.404
H43 4.150 -0.533 10.402  0.400
H44 6.083 -2.063 7.649  0.272
H45 7.406 -1.075 9.482  0.305
H46 7.187 -2.822 9.721  0.299
H47 6.189 -1.668 10.635  0.364
C34 -5.805 -5.957 -6.988  -1.443
C35 -4.984 -4.984 -7.793  0.899
O3 -4.168 -4.232 -7.269  -0.697
N7 -5.168 -4.955 -9.136  -0.103
C36 -6.074 -5.754 -9.939  -0.929
H48 -5.544 -5.860 -5.935  0.292
H49 -6.868 -5.738 -7.102  0.387
H50 -5.595 -6.980 -7.304  0.377
H51 -4.584 -4.278 -9.605  0.159
H52 -5.487 -6.313 -10.669  0.289
H53 -6.750 -5.082 -10.469  0.321
H54 -6.653 -6.446 -9.335  0.350
C37 4.760 -5.044 6.408  -1.342
C38 5.597 -4.046 5.654  0.854
O4 6.411 -3.326 6.216  -0.760
N8 5.428 -3.956 4.310  -0.168
C39 4.525 -4.711 3.466  -0.826
H55 5.011 -4.995 7.466  0.247
H56 3.701 -4.811 6.292  0.348
H57 4.966 -6.055 6.051  0.475
H58 6.023 -3.265 3.878  0.239
H59 5.115 -5.243 2.717  0.293
H60 3.859 -4.010 2.958  0.262
H61 3.934 -5.424 4.033  0.323